{"formula": "C13H9Cl2N3O3PtSSe", "method": "ωB97M-V/def2-TZVPD", "elements": ["Pt", "Se", "Cl", "Cl", "S", "O", "O", "O", "N", "N", "N", "C", "C", "C", "C", "C", "C", "C", "C", "C", "C", "C", "C", "C", "H", "H", "H", "H", "H", "H", "H", "H", "H"], "xyz": [[0.29, -1.08, -0.07], [-2.90, -1.80, 0.78], [1.35, 5.23, 0.06], [-1.06, 4.72, -1.50], [0.49, -1.58, 2.20], [2.31, -1.39, -0.09], [-0.67, 2.72, 1.22], [0.58, 1.44, -0.27], [2.85, -1.95, 1.00], [-4.32, -0.93, 0.08], [-1.74, -0.89, -0.34], [4.09, -3.10, 3.14], [0.49, 4.24, -1.01], [4.78, -2.92, 1.94], [-4.15, 1.57, -2.65], [4.14, -2.34, 0.88], [2.14, -2.11, 2.13], [2.78, -2.69, 3.23], [-2.45, -0.07, -1.13], [-2.82, 1.58, -2.89], [-4.71, 0.73, -1.63], [-0.03, 2.15, 0.44], [-3.87, -0.10, -0.87], [-1.94, 0.75, -2.13], [2.21, -2.82, 4.14], [-4.82, 2.20, -3.22], [-0.88, 0.75, -2.33], [4.57, -2.15, -0.09], [5.81, -3.22, 1.83], [-2.40, 2.20, -3.67], [4.57, -3.56, 3.99], [1.07, 3.70, -1.74], [-5.77, 0.72, -1.43]], "mulliken_spin": [1.27, 0.21, 0.11, 0.11, 0.52, 0.12, 0.02, 0.04, 0.03, 0.45, 0.46, -0.03, 0.75, 0.03, 0.13, -0.02, 0.02, 0.01, 0.03, 0.13, 0.32, -0.01, -0.02, 0.28, 0.00, 0.01, 0.01, 0.00, 0.00, 0.01, 0.00, 0.00, 0.00], "total_charge": 1, "spin_multiplicity": 6, "lumo_energy_ev": [-2.9, -6.3], "total_energy_ha": -4729.66088}